No. 1
{
  "formula": "C52H63BF4N11",
  "method": "the ωB97M-V functional and the def2-TZVPD basis",
  "multiplicity": 2,
  "total_energy_ha": -3045.47545,
  "lumo_ev": [-6.6136, -6.6136],
  "charge": 2,
  "fmax_ev_per_a": 5.00,
  "elements": ["F", "F", "F", "F", "N", "N", "N", "N", "N", "N", "N", "N", "N", "N", "N", "C", "C", "C", "C", "C", "C", "C", "C", "C", "C", "C", "C", "C", "C", "C", "C", "C", "C", "C", "C", "C", "C", "C", "C", "C", "C", "C", "C", "C", "C", "C", "C", "C", "C", "C", "C", "C", "C", "C", "C", "C", "C", "C", "C", "C", "C", "C", "C", "C", "C", "C", "C", "B", "H", "H", "H", "H", "H", "H", "H", "H", "H", "H", "H", "H", "H", "H", "H", "H", "H", "H", "H", "H", "H", "H", "H", "H", "H", "H", "H", "H", "H", "H", "H", "H", "H", "H", "H", "H", "H", "H", "H", "H", "H", "H", "H", "H", "H", "H", "H", "H", "H", "H", "H", "H", "H", "H", "H", "H", "H", "H", "H", "H", "H", "H", "H"],
  "positions_angstrom": [[-27.6503, -19.2382, -20.1108], [-25.5582, -19.6310, -19.5580], [-27.2905, -20.2805, -18.2601], [-26.7713, -21.2981, -20.2486], [-30.9665, -19.8425, -22.5393], [-22.2864, -19.7902, -20.7914], [-29.3350, -22.2758, -21.0050], [-26.4843, -11.7788, -14.3912], [-25.6295, -22.8839, -15.7583], [-22.7229, -15.1403, -17.2476], [-21.3730, -24.3264, -21.1537], [-29.2822, -17.0488, -17.9438], [-25.9525, -22.2342, -22.4507], [-28.9486, -19.4483, -15.1578], [-25.8418, -14.9537, -19.8301], [-23.7344, -16.7373, -18.4797], [-30.0240, -15.9650, -17.7022], [-28.1646, -15.0146, -16.4995], [-20.4223, -24.4742, -22.2549], [-26.9182, -14.0576, -14.6045], [-26.6162, -22.6565, -14.6612], [-27.6601, -13.8084, -19.8952], [-27.5708, -13.8542, -15.8017], [-28.0329, -17.1999, -17.4839], [-30.2595, -18.7358, -22.2033], [-21.0256, -24.8068, -19.9109], [-31.1362, -19.4918, -15.3162], [-27.4281, -16.1800, -16.7369], [-20.3260, -20.7379, -20.6547], [-22.9979, -23.7929, -18.9699], [-25.1074, -21.7624, -24.4649], [-26.4225, -12.9674, -13.8538], [-27.7040, -12.5742, -16.2824], [-24.5187, -22.2102, -17.7598], [-21.9036, -24.6749, -18.7923], [-29.4984, -14.8695, -17.0086], [-27.1057, -11.5317, -15.5177], [-21.5582, -20.7381, -20.1274], [-26.0159, -10.5887, -13.6668], [-31.2204, -17.7016, -22.0366], [-29.3299, -20.4253, -16.0645], [-24.9729, -24.0597, -15.7441], [-24.0479, -24.3384, -16.7553], [-25.3365, -23.1512, -24.3835], [-30.6420, -23.9872, -21.6850], [-21.5932, -19.3214, -21.8355], [-29.4010, -23.3380, -21.8491], [-23.8539, -23.4054, -17.7756], [-32.2929, -19.5020, -22.4952], [-29.9793, -18.1825, -18.5834], [-23.2657, -23.3043, -20.2561], [-31.2430, -23.4030, -20.5912], [-26.3554, -13.7442, -19.4679], [-30.0586, -18.8796, -14.6276], [-25.5025, -21.2050, -23.2388], [-22.1614, -15.0886, -18.5221], [-30.4510, -22.3313, -20.2055], [-20.3807, -19.9461, -21.7997], [-22.4592, -23.6494, -21.3466], [-22.7918, -16.0651, -19.3071], [-26.8016, -15.7687, -20.3000], [-25.4284, -21.9839, -16.7543], [-32.4948, -18.2133, -22.1608], [-25.8382, -23.4012, -23.1520], [-30.6795, -20.4800, -16.1740], [-23.5604, -16.2538, -17.2014], [-27.9842, -15.0659, -20.3751], [-26.8261, -20.0914, -19.5317], [-29.8008, -18.0211, -19.6465], [-21.4211, -14.3272, -18.7185], [-25.1956, -10.8480, -12.9976], [-31.0506, -18.1577, -18.3842], [-25.1951, -23.8960, -25.1527], [-26.8547, -10.1557, -13.1218], [-32.9544, -20.2825, -22.8411], [-25.6206, -13.1177, -18.9841], [-28.0849, -12.3828, -17.2747], [-29.5191, -19.1107, -18.2444], [-26.1255, -13.1809, -12.8376], [-22.4522, -14.5304, -16.4894], [-22.1132, -18.6273, -22.4792], [-25.6396, -9.7799, -14.2932], [-29.9821, -13.9082, -16.9170], [-25.4786, -20.1782, -22.9048], [-26.4128, -16.2760, -16.3813], [-19.6279, -19.7945, -22.5591], [-26.3326, -22.1219, -21.5217], [-25.1715, -24.6724, -14.8772], [-24.8160, -21.2125, -25.3476], [-31.0480, -16.0039, -18.0432], [-24.1667, -22.7141, -20.3358], [-31.3422, -21.1668, -16.6795], [-28.5765, -20.9937, -16.5895], [-28.5972, -23.4407, -22.5630], [-22.0043, -21.2424, -19.2829], [-27.5421, -23.1510, -14.9551], [-20.8773, -25.2171, -22.9100], [-26.0712, -21.1209, -16.6625], [-24.0563, -16.5003, -16.2742], [-22.6219, -16.2822, -20.3513], [-26.2167, -23.1717, -13.7877], [-23.2684, -19.7456, -20.5598], [-29.1958, -18.5694, -22.1182], [-32.1941, -19.2750, -15.3049], [-29.9883, -17.9752, -14.0416], [-30.9783, -16.6901, -21.7456], [-28.5484, -21.6536, -20.8855], [-26.8933, -15.0254, -14.1258], [-28.0283, -19.1256, -14.8950], [-19.4536, -21.3178, -20.3920], [-28.9389, -15.2992, -20.8229], [-30.4787, -21.7165, -19.3180], [-19.4428, -24.7212, -21.8454], [-24.3816, -21.5094, -18.5701], [-22.5514, -23.3752, -22.3871], [-24.9137, -15.2948, -19.6245], [-30.5292, -20.7438, -22.6684], [-26.1623, -24.2629, -22.5873], [-21.5898, -25.0741, -17.8392], [-27.1291, -10.5493, -15.9655], [-26.7770, -21.5963, -14.4654], [-20.3744, -23.5463, -22.8249], [-28.3428, -12.9715, -19.8979], [-33.3610, -17.5751, -22.0674], [-27.5001, -18.1130, -17.7048], [-24.4286, -17.4993, -18.8021], [-31.0167, -24.7904, -22.3021], [-26.6119, -16.7937, -20.5824], [-23.6203, -25.3300, -16.7400], [-32.1949, -23.7126, -20.1858], [-20.1533, -25.4388, -19.9885]],
  "forces_ev_per_angstrom": [[-2.1, 2.2, -1.8], [2.4, 1.2, 0.5], [-0.3, -0.5, 1.8], [-0.7, -0.7, 0.6], [0.5, 1.0, 0.5], [-1.5, -1.5, 1.7], [-1.0, -0.8, 0.7], [0.4, 2.6, 0.8], [-0.9, 0.6, 1.2], [0.5, -1.4, -1.3], [2.6, -1.1, 1.8], [-0.6, -0.7, 1.3], [0.6, 0.4, -1.0], [0.0, -0.4, -0.3], [0.4, -0.9, 0.7], [0.9, -0.1, 0.6], [0.3, 1.6, 0.8], [-1.1, 0.1, -1.2], [-0.5, -0.1, -0.3], [0.5, 1.1, 1.7], [0.5, -0.6, -0.9], [-0.9, 2.7, 1.1], [-0.2, -1.0, 0.0], [0.6, 1.0, 0.4], [-1.2, 2.7, 0.2], [-2.1, -0.5, 1.1], [-0.6, 1.7, 1.5], [-1.2, 0.1, -0.4], [1.5, -1.5, -0.6], [-1.1, 0.2, 2.5], [-0.5, 1.0, 0.8], [-1.0, -3.6, -0.8], [1.4, 1.7, 0.9], [-2.0, 1.4, 0.8], [2.2, 0.4, -2.8], [1.8, -1.4, -0.3], [-1.7, -1.7, -3.6], [-1.0, 0.7, 1.5], [0.5, 0.8, 1.0], [3.0, -0.1, 0.9], [2.1, -0.7, -0.4], [2.0, -0.6, -1.4], [-1.8, -0.4, 2.5], [0.2, -0.4, -0.7], [2.4, -0.1, -1.1], [-0.6, 0.4, -0.7], [-0.6, -0.2, -1.3], [2.9, -2.4, -3.3], [-1.0, -3.1, -1.1], [0.5, -0.1, -0.9], [0.1, -0.4, -1.0], [-0.5, 1.2, 0.7], [0.8, -1.0, -0.6], [-2.0, -0.1, -1.7], [0.4, -0.6, -1.0], [-1.2, -0.3, 0.2], [0.1, 0.1, 0.8], [0.7, 1.5, -1.5], [-2.6, 1.8, 0.8], [0.5, 1.1, 0.7], [-0.6, -1.1, -0.8], [0.2, 0.6, -0.5], [-0.1, 0.8, -0.2], [-0.7, -0.3, 1.8], [0.2, 0.0, 0.5], [-0.7, 1.3, 0.1], [0.4, -0.3, -0.3], [0.7, -1.3, -0.2], [-0.2, -0.5, -0.2], [0.0, -0.2, -0.3], [-0.3, -0.2, 0.1], [0.3, 0.1, 0.2], [0.1, 0.1, 0.0], [0.1, -0.2, 0.2], [-0.4, 0.2, 0.3], [-0.6, 0.8, -0.2], [-0.3, 0.2, 0.1], [-0.2, 0.2, -0.1], [0.5, 0.7, 0.0], [0.0, -0.5, -0.1], [0.5, 0.0, -0.3], [-0.1, -0.5, -0.5], [-0.5, -0.3, 0.1], [-0.1, -0.1, 0.0], [0.0, -0.1, -0.1], [0.2, 0.0, 0.3], [0.3, -0.1, -0.4], [0.1, -0.4, -0.3], [0.2, 0.0, 0.2], [0.1, 0.1, -0.2], [0.1, 0.1, -0.7], [0.4, 0.0, -0.3], [0.0, 0.0, 0.2], [-0.2, -0.3, -0.2], [0.3, 0.1, 0.0], [-0.2, 0.2, 0.2], [0.7, -0.3, -0.1], [0.3, 0.1, -0.3], [0.0, -0.1, -0.1], [0.2, 0.2, 0.1], [-0.2, 0.3, 0.1], [0.0, 0.6, -0.5], [0.0, -0.8, -0.2], [0.1, 0.3, 0.7], [-0.2, -0.3, 0.2], [0.1, 0.1, -0.1], [-0.1, -0.2, 0.1], [0.1, -0.1, -0.1], [0.0, -0.6, -0.3], [-0.2, -0.1, 0.3], [0.2, -0.4, 0.0], [-0.3, 0.1, -0.1], [-0.2, -0.2, -0.4], [-0.2, 0.3, 0.2], [-0.9, 0.5, 0.1], [0.1, 0.2, 0.1], [-0.6, -0.1, -0.1], [0.1, -0.4, -0.6], [-0.1, -0.1, 0.0], [0.2, 0.3, 0.6], [0.1, -0.2, -0.1], [0.1, 0.1, 0.2], [-0.1, 0.1, 0.1], [-0.3, -0.6, -0.2], [-0.3, -0.2, -0.2], [0.2, -0.2, 0.2], [0.1, 0.0, 0.2], [0.2, 0.0, 0.0], [0.3, 0.1, -0.1], [0.1, 0.2, 0.2], [0.1, 0.1, 0.7]]
}

No. 2
{
  "formula": "C52H65Cl3N4O3SiTi",
  "method": "the ωB97M-V functional and the def2-TZVPD basis",
  "de_lowest_kcal_mol": 56.0,
  "total_energy_ha": -4984.37927,
  "lumo_ev": -6.2904,
  "charge": 2,
  "fmax_ev_per_a": 0.78,
  "elements": ["Ti", "Cl", "Cl", "Cl", "Si", "O", "O", "O", "N", "N", "N", "N", "C", "C", "C", "C", "C", "C", "C", "C", "C", "C", "C", "C", "C", "C", "C", "C", "C", "C", "C", "C", "C", "C", "C", "C", "C", "C", "C", "C", "C", "C", "C", "C", "C", "C", "C", "C", "C", "C", "C", "C", "C", "C", "C", "C", "C", "C", "C", "C", "C", "C", "C", "C", "H", "H", "H", "H", "H", "H", "H", "H", "H", "H", "H", "H", "H", "H", "H", "H", "H", "H", "H", "H", "H", "H", "H", "H", "H", "H", "H", "H", "H", "H", "H", "H", "H", "H", "H", "H", "H", "H", "H", "H", "H", "H", "H", "H", "H", "H", "H", "H", "H", "H", "H", "H", "H", "H", "H", "H", "H", "H", "H", "H", "H", "H", "H", "H", "H"],
  "positions_angstrom": [[-0.0620, 0.7211, -0.3897], [2.7749, 3.9897, -1.4356], [-0.3612, 8.0609, -2.6251], [-2.6614, 3.3888, -1.6643], [0.5396, -0.8237, 2.6784], [1.2260, 0.6656, -2.1949], [-2.0604, 2.1987, 0.8690], [0.0877, 2.4569, -0.7509], [-1.6241, 3.2993, 2.8112], [0.3450, -2.0037, -1.8982], [2.0720, 0.3046, 0.6726], [-1.9047, -0.6343, -1.0552], [1.5644, -2.2914, -3.9410], [1.3892, -4.8684, 3.0139], [-3.5699, 0.5559, -2.3497], [4.1493, -0.9164, -0.1930], [0.1382, -0.3296, 4.4272], [-0.7208, -2.6676, -1.7461], [2.2132, -3.9853, -0.5730], [-1.9622, -1.8545, -1.4601], [-2.4582, 2.7661, 1.8966], [-4.1361, -0.0870, -0.0714], [-2.6135, 0.5257, -3.5034], [-3.2339, -2.5604, -1.8270], [1.4654, -2.6019, -2.5757], [1.7540, 1.1715, -3.1856], [2.0484, 0.1578, 2.1594], [0.3382, -5.4646, 2.3281], [1.0212, 2.0825, -4.1122], [0.5288, -2.6715, 2.4557], [3.1790, 0.8657, -3.5140], [-5.7685, 1.0156, -1.4837], [1.1388, 4.5456, -1.5108], [0.8515, 0.0784, 6.7080], [1.4731, -3.4863, 3.0877], [-0.4443, 0.4323, 7.0573], [-3.9345, 2.8673, 2.1812], [2.9806, 1.4287, 0.3483], [-1.4514, 0.4081, 6.1024], [-0.1914, 3.3950, 2.5833], [2.6876, -2.7133, -4.6388], [3.5411, -3.7854, -2.6782], [-3.8440, -0.7742, 1.2334], [-4.8520, 1.0658, -2.5180], [1.0250, 5.8658, -1.9168], [-0.8701, -4.1386, -1.9990], [-5.4097, 0.4317, -0.2795], [3.6927, -3.4290, -4.0047], [-0.5142, -3.2912, 1.7632], [0.4400, -1.6006, -4.6644], [-0.2190, 6.4209, -2.1345], [2.4155, -3.4086, -1.9464], [-1.3411, 5.6309, -2.0068], [-3.2167, 0.0174, -1.1147], [4.3812, 1.3079, 0.9502], [4.9391, -0.1210, 0.8374], [-2.1102, 3.8872, 4.0584], [-1.2187, 4.3116, -1.6014], [-1.1592, 0.0310, 4.7993], [1.1381, -0.2986, 5.4038], [-0.6185, -4.6748, 1.7081], [2.6439, -0.9588, 0.0897], [0.0176, 3.7317, -1.2664], [-0.5689, 0.0621, 1.4899], [0.3530, 2.8304, 3.3447], [0.0352, -0.7619, -4.1007], [4.3819, 1.6416, 1.9876], [-5.1300, 1.4930, -3.4736], [2.1311, -5.4830, 3.5069], [5.9922, -0.1006, 0.5600], [1.8986, 1.1491, 2.5996], [-0.0078, 2.2410, -3.8129], [3.8117, 1.0303, -2.6425], [3.0147, -0.2008, 2.5114], [5.0161, 2.0121, 0.4083], [1.6368, 0.0951, 7.4521], [-2.4641, 0.6736, 6.3782], [-4.2322, 2.0947, 2.8946], [2.7687, -2.4848, -5.6949], [-1.9604, 0.0086, 4.0654], [4.3210, -0.4979, -1.1882], [-0.6697, 0.7221, 8.0751], [2.2852, -3.0421, 3.6549], [-1.5173, -0.4201, 1.2570], [-2.5452, -0.4757, -3.9383], [-4.4672, 2.7054, 1.2503], [0.1234, 4.4392, 2.6355], [4.5714, -3.7377, -4.5546], [1.5519, 3.0386, -4.1414], [-6.7697, 1.4007, -1.6236], [3.1522, -4.0392, -0.0213], [-2.5811, 4.8574, 3.8932], [2.1597, -0.5688, 5.1533], [1.0652, 1.6774, -5.1261], [2.4126, -1.7563, 0.7920], [4.8979, -0.6288, 1.8033], [-2.9336, 1.2089, -4.2887], [1.4884, -3.4363, 0.0201], [-0.3876, -2.2955, -4.8367], [-4.1221, -1.9524, -1.7119], [0.0446, 3.0105, 1.5965], [2.1303, -1.1673, -0.8372], [-1.4868, -4.3366, -2.8761], [3.0422, 1.4604, -0.7314], [-1.2597, 4.0290, 4.7205], [3.2475, -0.1944, -3.7772], [1.9221, 6.4469, -2.0740], [-6.1416, 0.3482, 0.5148], [4.5068, -1.9456, -0.2405], [-1.6077, 0.8072, -3.1966], [-3.1663, -2.8944, -2.8643], [-3.3363, -3.4614, -1.2191], [1.8429, -5.0101, -0.6577], [0.2594, -6.5432, 2.2911], [-3.1883, -1.6400, 1.1183], [4.2934, -4.3969, -2.1941], [-0.8219, 0.9645, 2.0465], [-2.3211, 6.0199, -2.2425], [2.5009, 2.3446, 0.6834], [-4.7691, -1.1255, 1.6877], [-1.2730, -2.6853, 1.2751], [-1.4510, -5.1406, 1.1948], [-4.2164, 3.8300, 2.6027], [-3.3718, -0.0887, 1.9397], [0.7671, -1.2510, -5.6430], [0.1005, -4.5977, -2.1577], [3.5392, 1.4677, -4.3443], [-2.8144, 3.2255, 4.5586], [-1.3517, -4.6179, -1.1458]],
  "forces_ev_per_angstrom": [[0.3, -0.7, 0.0], [0.0, -0.3, 0.1], [0.0, 0.0, 0.0], [-0.1, -0.3, 0.0], [-0.1, 0.1, -0.1], [-0.1, -0.2, 0.2], [-0.1, 0.2, 0.1], [0.1, 0.7, -0.1], [0.0, 0.0, 0.1], [0.0, 0.0, -0.1], [0.0, 0.0, 0.0], [-0.1, 0.2, -0.2], [0.0, 0.0, 0.0], [0.0, 0.0, 0.0], [0.0, 0.1, 0.0], [0.0, 0.0, 0.0], [0.0, 0.0, 0.0], [0.0, 0.0, 0.0], [0.0, 0.0, 0.0], [0.1, -0.2, 0.1], [0.0, 0.0, -0.1], [0.1, 0.1, 0.1], [0.0, 0.0, -0.1], [0.0, -0.1, 0.0], [0.0, 0.1, 0.0], [0.0, 0.1, 0.0], [0.0, 0.0, 0.0], [0.0, 0.0, 0.0], [0.0, -0.1, 0.1], [0.0, 0.0, 0.0], [0.0, 0.0, 0.0], [0.0, 0.0, 0.1], [0.0, 0.0, 0.0], [0.0, 0.0, 0.0], [0.0, 0.0, -0.1], [0.0, 0.0, 0.0], [0.0, 0.0, 0.0], [0.0, 0.1, 0.0], [0.0, 0.0, 0.0], [0.0, 0.0, 0.0], [0.0, 0.0, 0.0], [0.0, 0.0, 0.0], [0.0, 0.0, 0.0], [0.1, 0.0, 0.0], [0.0, 0.0, 0.0], [0.0, 0.0, 0.0], [0.0, 0.0, 0.0], [0.0, 0.0, 0.0], [0.0, 0.0, 0.0], [0.0, 0.0, 0.0], [0.0, 0.0, 0.0], [0.0, -0.1, 0.0], [0.0, 0.0, 0.0], [0.0, 0.1, 0.1], [0.0, 0.0, 0.0], [0.0, 0.0, 0.0], [0.0, 0.0, 0.0], [0.0, 0.0, 0.0], [0.0, 0.0, 0.0], [0.0, 0.0, 0.0], [0.0, 0.0, 0.0], [0.0, 0.1, 0.1], [-0.1, -0.1, 0.1], [-0.1, -0.2, -0.1], [0.0, 0.0, 0.0], [0.0, 0.1, 0.0], [0.0, 0.0, 0.0], [0.0, 0.0, 0.0], [0.0, 0.0, 0.0], [0.0, 0.0, 0.0], [0.0, 0.0, 0.0], [-0.1, 0.0, 0.0], [0.0, 0.0, 0.0], [0.0, 0.0, 0.0], [0.0, 0.0, 0.0], [0.0, 0.0, 0.0], [0.0, 0.0, 0.0], [0.0, 0.0, 0.0], [0.0, 0.0, 0.0], [0.0, 0.0, 0.0], [0.0, 0.0, 0.0], [0.0, 0.0, 0.0], [0.0, 0.0, 0.0], [0.1, 0.1, 0.0], [0.0, 0.0, 0.0], [0.0, 0.0, -0.1], [0.0, 0.0, 0.0], [0.0, 0.0, 0.0], [0.0, 0.0, 0.0], [0.0, 0.0, 0.0], [0.0, 0.0, 0.0], [0.0, 0.0, 0.0], [0.0, 0.0, 0.0], [0.0, 0.0, 0.0], [0.0, 0.0, 0.0], [0.0, 0.0, 0.0], [0.0, 0.0, 0.0], [-0.1, 0.0, 0.0], [0.0, 0.0, 0.0], [0.0, -0.1, 0.0], [0.0, 0.0, 0.0], [0.0, 0.0, 0.0], [0.0, 0.0, 0.0], [0.0, 0.1, -0.1], [0.0, 0.0, 0.0], [0.0, 0.0, 0.0], [0.0, 0.0, 0.0], [0.0, 0.0, 0.0], [0.0, 0.0, 0.0], [0.1, 0.0, 0.0], [0.0, 0.0, 0.0], [0.0, 0.0, 0.0], [0.0, 0.0, 0.0], [0.0, 0.0, 0.0], [0.0, 0.0, 0.0], [0.0, 0.0, 0.0], [0.1, 0.0, -0.1], [0.0, 0.0, 0.0], [0.0, 0.1, 0.0], [0.0, 0.0, 0.0], [0.0, 0.0, 0.0], [0.0, 0.0, 0.0], [0.0, 0.0, 0.0], [0.0, 0.0, 0.0], [0.0, 0.0, 0.0], [0.0, 0.0, 0.0], [0.0, 0.0, 0.0], [0.0, 0.0, 0.0], [0.0, 0.0, 0.0]]
}